[1]
The following is a quantum chemistry calculation of a cluster of 2 separate species, C6H7IN2O2S in total in a non-equilibrium geometry, from OMol25.

XYZ file:
```
19
Properties=species:S:1:pos:R:3:forces:R:3
C 2.048 2.039 0.569 0.01 0.02 0.04
C 1.131 2.264 -0.447 0.11 0.09 0.06
C 2.229 0.757 1.071 0.04 0.20 0.02
C 0.386 1.221 -0.959 -0.08 -0.55 -0.03
C 1.491 -0.295 0.572 -0.28 -0.12 -0.37
C 0.568 -0.071 -0.456 0.94 1.28 0.93
N -0.847 -3.512 -0.098 -0.12 0.26 0.30
N -3.855 -0.516 -0.841 0.04 -0.55 -0.78
O -1.004 -1.563 1.401 -0.03 0.15 0.09
O -0.117 -1.097 -0.985 -1.20 -1.49 -0.32
S -1.181 -2.019 0.046 0.95 -0.26 -0.12
I -3.015 0.713 0.416 -0.30 0.82 0.47
H 2.616 2.863 0.976 0.06 0.05 0.01
H 0.992 3.260 -0.840 0.00 0.07 -0.03
H 2.947 0.581 1.856 0.05 -0.02 0.09
H -0.330 1.379 -1.751 -0.08 -0.01 -0.06
H 1.611 -1.295 0.962 0.02 -0.05 0.02
H -0.921 -3.878 -1.031 -0.01 -0.06 -0.64
H -4.748 -0.832 -0.463 -0.10 0.16 0.33
```
Positions in Å, forces in eV/Å.

The value obtained for the HOMO energy (spin up / spin down) is -8.84 / -9.09 eV. The calculation puts the energy relative to the best compared isomer or geometry (same formula, charge and spin) at 2.844 eV.

Atom charges from the Löwdin analysis, given in e for atoms 1 to 8: -0.087 -0.084 -0.074 -0.053 -0.019 -0.397 -0.168 -0.556


[2]
The following is a quantum chemistry calculation of a structure of composition ClV in a non-equilibrium geometry, from OMol25.

XYZ file:
```
2
Properties=species:S:1:pos:R:3:forces:R:3
V -0.879 1.084 0.035 2.22 -2.74 -0.10
Cl 0.879 -1.084 -0.035 -2.22 2.74 0.10
```
Positions in Å, forces in eV/Å.

As for the multiplicity: 4. The value obtained for the HOMO energy (spin up / spin down) is -14.72 / -14.88 eV. Its total charge is +1.

Taken from the Löwdin analysis, the atomic charges in e are: 1.246 -0.246


[3]
The following is a quantum chemistry calculation of a structure of composition C37H54CdN6O7P2, from OMol25.

XYZ file:
```
107
Properties=species:S:1:pos:R:3:forces:R:3
Cd 0.817 0.745 0.249 -0.18 0.08 0.13
C 3.505 1.620 2.345 -0.15 -0.05 0.01
N 2.937 2.097 1.083 0.14 0.05 -0.05
C 2.618 3.518 1.130 -0.04 -0.06 -0.03
C 1.550 3.922 0.139 0.04 0.08 -0.05
C 1.312 5.275 -0.076 0.01 -0.04 -0.03
C 0.351 5.657 -0.993 0.06 -0.04 0.04
C -0.338 4.669 -1.685 -0.01 0.02 0.02
C -0.053 3.350 -1.403 -0.08 0.07 -0.10
N 0.860 2.974 -0.499 0.05 0.17 -0.05
C 3.787 1.770 -0.071 -0.07 -0.08 0.11
C 3.873 0.273 -0.244 0.10 0.00 0.04
C 5.083 -0.400 -0.305 -0.01 -0.01 -0.05
C 5.080 -1.781 -0.438 -0.04 0.01 -0.01
C 3.866 -2.446 -0.514 0.03 -0.01 -0.02
C 2.702 -1.701 -0.447 0.14 0.00 -0.08
N 2.706 -0.375 -0.310 0.32 -0.26 -0.13
C 2.556 0.741 3.133 -0.02 0.06 -0.02
C 2.783 0.537 4.490 -0.03 -0.03 0.02
C 1.958 -0.322 5.191 0.02 0.03 -0.04
C 0.926 -0.956 4.513 -0.03 -0.02 -0.01
C 0.757 -0.684 3.170 0.03 -0.02 0.09
N 1.550 0.154 2.488 -0.15 -0.17 0.18
H 3.816 2.453 2.980 0.03 0.01 -0.02
H 4.406 1.031 2.152 0.01 0.01 -0.03
H 3.510 4.131 0.941 -0.02 0.03 0.04
H 2.270 3.770 2.136 0.00 -0.04 0.01
H 1.886 6.008 0.477 0.00 0.02 -0.03
H 0.152 6.704 -1.179 -0.01 0.00 0.01
H -1.082 4.923 -2.427 0.00 -0.03 -0.01
H -0.555 2.547 -1.925 0.05 -0.01 0.05
H 4.792 2.196 0.030 0.00 0.01 -0.02
H 3.322 2.193 -0.965 0.05 0.06 0.00
H 6.016 0.145 -0.249 -0.03 0.04 0.02
H 6.012 -2.329 -0.474 0.00 0.01 -0.02
H 3.825 -3.521 -0.619 -0.03 0.00 0.00
H 1.729 -2.170 -0.495 -0.02 -0.01 0.04
H 3.597 1.052 4.982 0.00 0.01 -0.01
H 2.112 -0.496 6.248 0.02 0.01 0.00
H 0.261 -1.644 5.017 0.00 0.01 -0.01
H -0.037 -1.145 2.598 0.00 0.00 0.01
C 1.250 0.645 -5.398 -0.12 -0.06 0.16
C 0.862 -0.676 -4.767 0.33 0.02 -0.28
C 0.879 -1.834 -5.746 -0.13 0.10 0.16
O -0.502 -0.546 -4.252 -0.13 -0.15 0.29
P -0.773 -0.610 -2.701 -0.16 -0.06 -0.52
O 0.197 0.221 -1.941 -0.04 0.03 0.01
C -0.841 -2.356 -2.219 -0.13 0.61 0.39
P -1.211 -2.457 -0.442 0.00 -0.73 -0.03
O -0.561 -1.366 0.322 0.26 0.17 0.19
O -2.753 -2.395 -0.166 0.26 0.08 -0.13
C -3.868 -3.220 -0.630 -0.33 -0.28 -0.19
C -4.589 -2.509 -1.759 0.16 0.09 0.13
C -3.469 -4.635 -1.009 0.13 0.13 0.12
O -0.664 -3.911 -0.145 -0.14 0.38 -0.09
C -0.430 -4.520 1.162 0.11 -0.11 0.43
C 0.999 -4.237 1.590 -0.12 0.05 -0.22
C -1.449 -4.085 2.204 -0.03 0.06 -0.32
O -2.286 -0.228 -2.558 0.07 -0.07 0.01
C -2.778 1.104 -2.909 -0.20 0.28 -0.04
C -3.890 0.938 -3.923 0.15 -0.10 0.03
C -3.220 1.791 -1.630 0.07 -0.19 -0.07
H 2.260 0.580 -5.801 0.00 0.02 -0.01
H 1.217 1.440 -4.652 0.03 0.02 -0.04
H 0.562 0.889 -6.208 0.02 0.01 -0.02
H 1.532 -0.881 -3.926 -0.07 -0.01 0.04
H 0.206 -1.626 -6.577 0.02 -0.03 -0.02
H 0.557 -2.758 -5.262 0.03 -0.02 -0.03
H 1.887 -1.975 -6.134 0.00 -0.01 -0.02
H 0.125 -2.832 -2.386 0.05 0.03 -0.02
H -1.595 -2.848 -2.832 -0.01 -0.05 0.02
H -4.525 -3.253 0.240 0.06 0.01 0.04
H -3.997 -2.513 -2.675 -0.01 0.01 -0.02
H -4.798 -1.476 -1.485 -0.03 0.01 -0.01
H -5.533 -3.018 -1.954 0.00 0.00 -0.02
H -2.797 -4.643 -1.869 -0.02 -0.04 -0.01
H -4.367 -5.189 -1.277 -0.03 0.01 -0.01
H -2.981 -5.154 -0.185 -0.03 -0.03 -0.04
H -0.539 -5.587 0.969 -0.04 0.02 -0.07
H 1.131 -3.176 1.805 0.03 0.00 0.03
H 1.688 -4.528 0.796 0.03 -0.01 0.04
H 1.241 -4.815 2.482 -0.01 0.01 0.01
H -1.425 -3.000 2.324 0.00 0.00 0.11
H -1.221 -4.553 3.160 0.03 -0.02 -0.01
H -2.459 -4.375 1.913 0.00 0.01 0.06
H -1.956 1.659 -3.371 0.04 -0.05 0.01
H -4.704 0.348 -3.501 -0.02 0.02 0.02
H -3.521 0.437 -4.817 -0.02 0.03 -0.01
H -4.277 1.918 -4.204 -0.02 0.00 -0.01
H -4.112 1.309 -1.228 0.01 -0.01 0.01
H -3.455 2.837 -1.830 -0.01 0.00 0.01
H -2.426 1.739 -0.883 -0.04 0.07 0.05
N -0.964 4.157 5.624 0.08 -0.01 0.09
C -0.282 3.609 4.601 -0.06 0.00 -0.05
O 0.874 3.888 4.328 -0.02 0.04 0.00
C -1.019 2.603 3.758 -0.05 -0.08 0.05
C -2.029 1.753 4.190 0.08 0.04 -0.09
C -2.541 0.825 3.294 -0.02 0.02 0.03
C -1.998 0.739 2.023 -0.12 0.05 0.05
N -1.009 1.542 1.607 -0.22 -0.17 0.01
C -0.569 2.464 2.457 0.12 0.05 -0.04
H -0.500 4.835 6.206 0.02 -0.01 -0.01
H -1.935 3.968 5.796 -0.03 0.02 -0.05
H -2.394 1.783 5.209 -0.02 0.02 -0.01
H -3.337 0.154 3.588 0.01 -0.01 -0.03
H -2.347 -0.001 1.315 0.04 -0.02 0.00
H 0.213 3.127 2.112 0.00 -0.06 0.01
```
Positions in Å, forces in eV/Å.

The value obtained for the HOMO energy is -14.13 eV. The calculation puts the energy relative to the best compared isomer or geometry (same formula, charge and spin) at 0.107 eV. Its total charge is +2.

Atom charges from the Löwdin analysis, given in e for atoms 1 to 8: 1.429 -0.103 -0.203 -0.135 -0.274 0.003 -0.023 -0.031


What did the second record say?
The following is a quantum chemistry calculation of a structure of composition ClV in a non-equilibrium geometry, from OMol25.

XYZ file:
```
2
Properties=species:S:1:pos:R:3:forces:R:3
V -0.879 1.084 0.035 2.22 -2.74 -0.10
Cl 0.879 -1.084 -0.035 -2.22 2.74 0.10
```
Positions in Å, forces in eV/Å.

As for the multiplicity: 4. The value obtained for the HOMO energy (spin up / spin down) is -14.72 / -14.88 eV. Its total charge is +1.

Taken from the Löwdin analysis, the atomic charges in e are: 1.246 -0.246